Record 1
Molecular formula: C14H22N2O6S2
Method: DFT, wB97M-V/def2-TZVPD

XYZ file:
```
46
Properties=species:S:1:pos:R:3:forces:R:3:lowdin_charge:R:1
C -0.1181 2.4424 2.5073 -0.0669 -0.0669 0.0095 -0.0584
O 1.1838 2.7049 2.0106 0.3140 -0.0450 -0.0202 -0.1316
C 2.1834 1.9125 2.5624 0.3694 0.2391 0.4376 -0.4015
C 3.5239 2.4106 1.9827 -0.4361 -0.3890 0.5935 -0.1416
N 3.5037 2.5591 0.5537 0.0073 -0.7544 -0.6852 -0.1012
S 3.5845 1.1930 -0.3928 0.2046 0.5245 -0.4755 0.6578
O 4.4831 0.2814 0.2530 -0.2680 -0.0886 0.2876 -0.2832
O 3.8951 1.6485 -1.7146 -0.3469 0.1043 0.0262 -0.2759
C 1.9428 0.4618 -0.4694 0.5045 0.0501 -0.0595 -0.2596
C 1.8069 -0.8964 -0.2614 0.0457 0.0240 -0.0509 -0.0435
C 0.5385 -1.4550 -0.2634 -0.0585 -0.1163 -0.0045 -0.0273
C -0.5538 -0.6371 -0.4804 -0.4388 -0.2962 -0.0074 -0.2631
S -2.2171 -1.2996 -0.3941 0.3120 0.4314 -0.1887 0.6788
O -2.9672 -0.5184 0.5453 -0.0926 0.2253 -0.0875 -0.2808
O -2.1395 -2.7185 -0.1805 0.1740 -0.0834 -0.2016 -0.2759
N -2.7639 -0.8988 -1.9380 0.5090 0.1396 1.0597 -0.2369
C -4.2120 -0.8754 -2.0530 -0.6385 0.0282 0.2035 -0.1949
C -4.6236 -2.3284 -2.3293 -0.0549 0.0638 -0.0359 -0.1551
C -3.3858 -2.9535 -2.9969 0.0603 -0.0724 -0.0507 -0.1575
C -2.3106 -1.8525 -2.9332 0.3151 -0.4012 -0.4417 -0.1967
C -0.4132 0.7156 -0.7277 0.1401 0.2090 0.0070 -0.0381
C 0.8547 1.2724 -0.7306 -0.1853 -0.0378 -0.0641 -0.0419
O 1.9090 0.5696 2.2523 -0.1173 0.3413 -0.0130 -0.1513
C 2.7156 -0.3869 2.9067 0.0120 -0.0071 0.0632 -0.0707
H -0.7676 3.1790 2.0409 -0.0711 -0.0272 0.0605 0.0952
H -0.1437 2.5618 3.5955 -0.0280 0.0012 -0.0193 0.0957
H -0.4477 1.4358 2.2417 -0.0047 0.0631 0.0218 0.0879
H 2.2069 2.0238 3.6713 -0.0353 -0.0367 -0.2498 0.1627
H 4.3145 1.6959 2.2115 -0.0101 0.1327 0.2263 0.1165
H 3.7640 3.3778 2.4303 0.0309 -0.1001 -0.0348 0.1347
H 2.8035 3.2077 0.2302 -0.0874 0.1475 -0.2115 0.1050
H 2.6910 -1.4844 -0.0742 0.0457 -0.1511 0.0622 0.1210
H 0.3746 -2.5060 -0.0821 0.0673 -0.1225 0.0109 0.1185
H -4.4713 -0.2214 -2.8905 0.0462 -0.0045 0.0862 0.1259
H -4.6282 -0.4710 -1.1325 -0.1596 0.0837 -0.1432 0.1099
H -4.8366 -2.8321 -1.3875 -0.0706 -0.0176 -0.0146 0.1082
H -5.5076 -2.3804 -2.9622 -0.0530 -0.0278 0.0485 0.1061
H -3.0548 -3.8264 -2.4384 -0.0179 -0.0361 -0.0737 0.1014
H -3.5808 -3.2482 -4.0267 0.0314 -0.0414 -0.0030 0.1054
H -2.2227 -1.3263 -3.8877 0.0556 -0.0294 0.0823 0.1253
H -1.3310 -2.2310 -2.6445 0.0646 -0.0355 -0.2300 0.1131
H -1.2979 1.3082 -0.8956 -0.0367 0.1737 -0.0735 0.1225
H 0.9978 2.3243 -0.9195 -0.0936 0.1338 -0.0127 0.1217
H 2.8457 -0.1299 3.9637 -0.0052 -0.0603 0.0114 0.0976
H 3.6920 -0.4780 2.4227 -0.0261 -0.0250 0.0733 0.0785
H 2.1795 -1.3307 2.8253 0.0935 -0.0429 0.0811 0.0971
```
Forces are in eV/Å.

Summary:
* ΔE to the lowest compared entry with this formula, charge and spin: 118.1 kJ/mol

***

Record 2
Molecular formula: C53H110N7O2S3
Method: DFT, wB97M-V/def2-TZVPD

XYZ file:
```
175
Properties=species:S:1:pos:R:3:forces:R:3:lowdin_charge:R:1
C -5.7916 0.2922 -1.2853 -0.4339 -0.6301 -0.1618 -0.0993
C -6.6990 -0.1604 -2.4585 0.5926 0.6985 0.1725 -0.2468
C -6.0186 0.0989 -3.8035 0.0938 -0.0865 0.4145 -0.2322
C -4.9845 -0.9794 -4.1251 -0.3618 0.2298 -0.3153 -0.2216
C -3.9110 -0.5088 -5.1181 -0.6990 -0.2701 0.8553 -0.2074
C -2.9214 0.4136 -4.4273 0.2550 0.2934 -0.2754 -0.2228
C -1.7811 0.8778 -5.3505 -0.3091 -0.7602 0.0990 -0.1465
C -0.6039 -0.1233 -5.3593 -0.5494 0.8027 0.5074 -0.2087
N 0.6264 0.4703 -4.8038 -0.1718 -1.3864 -0.4318 -0.1690
C 0.6249 0.3724 -3.3292 -0.3205 0.8423 0.1951 -0.1779
C 1.3733 1.4818 -2.6335 0.7234 0.2134 0.6071 -0.1995
C 1.5927 1.2374 -1.1390 -0.1695 0.7003 -0.1538 -0.2025
C 0.3600 1.5390 -0.2863 0.1407 -1.4169 0.2481 -0.1852
C 0.4757 0.8991 1.1121 0.1978 0.7095 0.1417 -0.2142
C 0.0909 1.8409 2.2455 -0.5655 -0.0810 0.7621 -0.2261
C -0.3262 1.1141 3.5280 0.8981 -0.3065 0.0509 -0.2415
C 0.6901 0.0378 3.9911 -0.5766 0.2708 0.3956 -0.0905
C 1.8005 -0.0017 -5.3940 0.1660 0.0587 0.1432 -1.1055
S 3.1396 0.8892 -5.5247 0.3000 0.1976 -0.0627 0.7386
S 1.9356 -1.6322 -6.1419 0.2215 0.0125 0.0410 0.9002
C 1.0385 -2.8443 -5.0960 -0.0684 0.4663 -0.7346 -0.4633
C 1.4636 -4.2435 -5.5616 -0.3441 0.0445 0.4589 -0.2253
C 2.1565 -5.1177 -4.5288 0.2798 -0.0860 -0.6380 -0.0931
N 1.2104 -5.7897 -3.6104 -0.1923 -0.2558 0.5052 -0.0155
C 1.1300 -7.1312 -3.6044 -0.1365 -0.4711 0.2096 0.0216
C 0.2763 -7.7952 -2.7538 -0.2982 0.3880 0.3658 0.0725
C -0.5226 -7.0734 -1.8704 -0.1733 0.3497 -0.5800 -0.0166
C -1.4319 -7.7836 -0.9103 0.2407 -0.4621 1.3949 -0.5452
O -1.0331 -8.0202 0.1930 -0.1310 0.1269 -0.6717 0.1750
O -2.6623 -8.1469 -1.3514 0.0382 0.3255 -0.8293 -0.3887
S -3.9109 -7.2620 -0.5997 -0.2620 0.3393 0.5800 0.8998
C -0.4400 -5.6725 -1.8612 0.0760 -0.1349 -0.1907 -0.0750
C -1.2151 -4.7587 -0.9313 1.0308 0.0735 -0.4575 -0.0620
C -0.2888 -4.1588 0.1203 -0.1130 -0.1878 1.0634 -0.3870
C 0.8053 -3.1908 -0.2377 -0.0861 -0.1118 -0.6926 -0.0256
N -0.5049 -4.5401 1.3125 -0.0009 0.1557 -0.4394 0.1861
C 0.4403 -5.0863 -2.7602 -0.1332 -0.1685 0.2025 0.0469
H -5.7051 -0.5165 -0.5651 0.1050 -0.0015 0.2400 0.0628
H -6.2228 1.1395 -0.7650 0.1391 0.2412 0.0272 0.0679
H -4.7897 0.5256 -1.6327 0.1674 0.1894 0.0119 0.0555
H -7.6085 0.4297 -2.4220 -0.3437 -0.2354 0.0525 0.0993
H -6.9168 -1.2151 -2.3239 -0.3439 -0.1430 -0.2215 0.0985
H -5.5323 1.0705 -3.7225 0.0187 0.1699 -0.1147 0.0985
H -6.7507 0.1841 -4.6031 -0.0506 -0.1014 -0.1739 0.1115
H -4.5288 -1.3193 -3.1946 0.1956 -0.0580 0.0959 0.1020
H -5.5436 -1.8234 -4.5296 0.1227 -0.2148 -0.0527 0.1108
H -3.4293 -1.4002 -5.5202 0.2731 0.0963 -0.2704 0.1092
H -4.4403 0.0166 -5.9100 0.2057 0.0275 -0.3756 0.1189
H -2.5331 -0.1226 -3.5592 0.1777 0.0584 0.1727 0.0974
H -3.4320 1.2929 -4.0436 -0.1986 0.0399 0.0756 0.1065
H -1.4589 1.8891 -5.1271 0.2387 0.0515 0.1009 0.1154
H -2.2063 0.8820 -6.3509 0.0589 0.3069 -0.2245 0.1082
H -0.9036 -0.9549 -4.7160 -0.0267 -0.3110 -0.2063 0.0930
H -0.4524 -0.4678 -6.3722 0.3382 -0.1212 -0.1069 0.1031
H -0.4162 0.4510 -3.0280 -0.1973 -0.0441 -0.0517 0.1076
H 0.9565 -0.6097 -2.9699 0.2543 -0.1373 -0.1613 0.1110
H 2.3526 1.6426 -3.0713 0.0900 -0.1573 -0.3235 0.0662
H 0.8602 2.4351 -2.7303 -0.2716 0.0601 -0.2661 0.1120
H 2.3856 1.9100 -0.8145 0.2040 -0.0332 0.0851 0.1188
H 1.9655 0.2275 -0.9681 -0.0907 -0.2277 0.0642 0.1027
H 0.1844 2.6046 -0.1853 -0.0125 0.1846 -0.2309 0.0957
H -0.4878 1.0636 -0.7804 -0.3764 0.3503 -0.0770 0.1033
H -0.1279 -0.0029 1.2078 -0.1021 -0.1616 -0.2032 0.1088
H 1.5109 0.6039 1.2650 0.1533 -0.1876 0.0091 0.0958
H -0.7577 2.4659 1.9668 -0.0245 0.1195 -0.2713 0.0980
H 0.8942 2.5204 2.5280 0.2575 0.0957 -0.3537 0.1179
H -0.4104 1.8387 4.3319 -0.3027 0.1832 0.0445 0.0903
H -1.2908 0.6312 3.3982 -0.2174 0.0805 -0.1069 0.1001
H 1.1546 0.3010 4.9373 0.0941 0.1753 0.0857 0.0524
H 1.4971 -0.1410 3.2911 -0.0028 -0.1714 -0.2105 0.0546
H 0.1242 -0.8673 4.1876 0.2797 -0.4254 -0.1067 0.0637
H 1.2713 -2.6229 -4.0596 -0.0412 -0.0665 0.1307 0.0558
H -0.0171 -2.7219 -5.3044 -0.2079 0.0199 0.3954 0.0605
H 2.1077 -4.1715 -6.4329 0.1737 -0.0241 -0.0812 0.0981
H 0.5737 -4.7859 -5.8732 -0.0716 -0.0726 -0.2569 0.1241
H 2.6495 -5.9192 -5.0647 0.1353 -0.1984 0.0287 0.1265
H 2.9321 -4.5996 -3.9726 -0.1230 0.1563 0.3008 0.1496
H 1.7533 -7.7061 -4.2670 0.2184 0.2499 -0.2479 0.1485
H 0.2237 -8.8705 -2.7375 0.1414 -0.1566 -0.2319 0.1454
H -4.9723 -7.9143 -1.1012 0.3871 -0.3010 -0.2466 -0.1067
H -1.9886 -5.2855 -0.3965 -0.2803 -0.0402 0.0124 0.0743
H -1.6226 -3.9671 -1.5568 -0.3408 0.1281 0.0851 0.1354
H 0.4475 -2.4046 -0.9035 -0.1013 0.1837 0.0292 0.0749
H 1.6073 -3.6941 -0.7771 0.1508 -0.1238 -0.0094 0.0791
H 1.2523 -2.7401 0.6388 -0.0701 0.0828 0.2037 0.0844
H 0.1509 -4.0771 1.9410 -0.0506 -0.0943 0.2026 0.0696
H 0.5383 -4.0156 -2.7744 0.0957 0.1054 -0.2136 0.1209
C -2.3427 9.2380 1.6334 -0.0210 0.0162 -0.0185 -0.0892
C -1.2450 8.1913 1.5202 -0.0379 0.1657 -0.1054 -0.2741
N -1.7288 6.8304 1.6621 0.0284 -0.1690 0.0892 -0.1985
C -0.6653 5.8570 1.8191 0.2100 -0.0973 0.0971 -0.2481
C 0.3046 5.6485 0.6467 0.0258 -0.1517 0.0270 -0.0853
C -2.8059 6.4479 0.7670 -0.2586 0.0875 -0.1068 -0.2467
C -2.5602 6.5487 -0.7458 -0.0693 -0.1092 -0.0212 -0.0818
H -2.8853 9.1342 2.5737 -0.0184 -0.0464 -0.0113 0.0806
H -1.9034 10.2355 1.6040 0.0147 -0.0027 0.0007 0.0740
H -3.0576 9.1757 0.8123 -0.0045 0.0057 0.0057 0.0642
H -0.5213 8.3757 2.3183 0.0486 -0.1328 -0.0055 0.1183
H -0.7068 8.3473 0.5716 0.0163 0.0404 0.0135 0.1012
H -1.1085 4.8921 2.0819 -0.1150 0.0343 -0.0394 0.0972
H -0.0760 6.1475 2.6946 -0.0386 0.1111 -0.0109 0.1116
H -0.1501 5.0757 -0.1618 -0.0260 0.0782 -0.0520 0.0430
H 1.1745 5.0819 0.9883 -0.0019 0.0122 0.0241 0.0665
H 0.6705 6.5910 0.2397 -0.0208 0.0157 -0.0035 0.0672
H -3.6783 7.0595 1.0085 0.0593 0.0626 0.0234 0.1005
H -3.1121 5.4275 1.0122 0.1353 -0.0362 0.0582 0.1127
H -2.0528 7.4737 -1.0216 0.0082 0.0102 0.0265 0.0678
H -3.5160 6.5328 -1.2737 -0.0074 0.0114 0.0152 0.0710
H -1.9753 5.7107 -1.1231 0.0877 0.0533 -0.0106 0.0501
C 0.1431 3.8787 7.3532 -0.0194 0.1043 -0.0168 -0.0890
C 0.9370 2.7112 7.9133 -0.1047 0.0941 0.1451 -0.2786
N 2.3191 2.6805 7.4730 0.1039 -0.1806 -0.2250 -0.2011
C 2.9932 1.4348 7.7970 0.0149 -0.2290 0.0473 -0.2544
C 3.1869 1.0893 9.2795 0.1173 -0.0835 -0.0201 -0.0839
C 3.0832 3.8923 7.7157 -0.0076 0.3125 -0.0183 -0.2479
C 3.2078 4.3917 9.1619 0.1099 0.0315 -0.0198 -0.0809
H 0.1811 3.8848 6.2622 0.0469 0.0259 -0.0029 0.0697
H -0.9014 3.7933 7.6552 -0.0005 -0.0234 0.0046 0.0746
H 0.5037 4.8416 7.7163 0.0135 -0.0030 -0.0116 0.0662
H 0.4452 1.7946 7.5740 0.1823 -0.1188 0.0432 0.1137
H 0.8593 2.7191 9.0117 -0.1169 -0.0001 -0.0111 0.1011
H 3.9684 1.4199 7.3025 0.0030 0.1554 -0.0104 0.1110
H 2.4289 0.6190 7.3322 -0.1200 0.0829 -0.0005 0.0985
H 3.9796 1.6800 9.7352 -0.0459 0.0510 0.0315 0.0559
H 3.4774 0.0410 9.3757 -0.0110 -0.0025 -0.0160 0.0707
H 2.2742 1.2276 9.8588 -0.0098 0.0173 -0.0101 0.0662
H 2.6415 4.6942 7.1187 -0.0806 -0.0482 0.0075 0.0996
H 4.0832 3.7591 7.2960 -0.0060 -0.1536 0.0153 0.1138
H 2.2605 4.3417 9.7001 -0.0161 -0.0116 -0.0192 0.0677
H 3.5265 5.4358 9.1620 -0.0087 0.0009 -0.0174 0.0723
H 3.9527 3.8331 9.7258 -0.0652 -0.0472 0.0517 0.0546
C -0.6145 -7.4229 3.3495 -0.0960 -0.0203 -0.0693 -0.0982
C -0.2360 -8.7685 3.9485 -0.1525 0.0615 -0.0715 -0.2720
N 0.2231 -8.6820 5.3214 0.1612 -0.0480 0.0879 -0.2009
C 0.8284 -9.9115 5.8036 0.1680 -0.1766 -0.0110 -0.2507
C -0.0567 -11.1591 5.9218 0.0389 -0.0304 0.0868 -0.0860
C -0.6799 -8.0187 6.2455 -0.1817 0.2424 0.0421 -0.2480
C -2.0953 -8.5908 6.4085 -0.0015 0.0289 0.1138 -0.0821
H 0.2142 -6.7172 3.4201 0.0219 0.0182 0.0722 0.0730
H -0.8657 -7.5468 2.2955 0.0447 0.0488 0.2621 0.0304
H -1.4837 -6.9837 3.8416 0.0220 0.0200 0.0052 0.0692
H 0.5776 -9.1870 3.3486 0.0339 -0.0895 0.1020 0.1171
H -1.0899 -9.4561 3.8344 0.0067 0.0039 -0.0570 0.1024
H 1.2905 -9.7147 6.7745 -0.0714 0.0921 0.0206 0.1119
H 1.6614 -10.1508 5.1344 -0.0463 0.0623 -0.0800 0.1074
H -0.7206 -11.1081 6.7832 -0.0606 0.0214 -0.0382 0.0555
H 0.5718 -12.0414 6.0571 0.0163 0.0119 -0.0072 0.0705
H -0.6601 -11.3238 5.0286 -0.0063 0.0237 -0.0090 0.0645
H -0.7715 -6.9742 5.9368 0.0181 -0.0314 -0.0821 0.0983
H -0.1982 -7.9723 7.2249 0.0838 -0.1260 -0.0280 0.1149
H -2.5456 -8.8586 5.4516 0.0247 0.0031 -0.0180 0.0657
H -2.7409 -7.8433 6.8739 0.0118 0.0099 -0.0051 0.0713
H -2.1109 -9.4681 7.0527 -0.0115 -0.0637 -0.0746 0.0549
C 1.7669 4.8322 -4.6813 -0.0032 0.0140 0.0899 -0.0851
C 2.4460 4.8992 -6.0394 0.0595 -0.1309 0.1270 -0.2797
N 2.7298 6.2500 -6.4809 -0.0666 0.1231 -0.1355 -0.1999
C 3.1286 6.3250 -7.8754 -0.0448 -0.0351 -0.2427 -0.2490
C 4.4420 5.6496 -8.2921 0.0310 0.0707 -0.0615 -0.0850
C 3.5019 7.0633 -5.5583 0.0287 0.0769 0.2891 -0.2462
C 4.8885 6.5569 -5.1355 0.0422 0.1095 0.0073 -0.0816
H 0.8476 5.4205 -4.6715 0.0364 0.0620 -0.0145 0.0826
H 1.5111 3.7970 -4.4546 0.0232 -0.0390 -0.0520 0.0397
H 2.4149 5.1897 -3.8790 -0.0183 0.0051 0.0061 0.0687
H 1.7728 4.4366 -6.7667 0.0857 0.0675 -0.1329 0.1182
H 3.3506 4.2710 -6.0111 -0.0479 -0.0676 0.0171 0.0873
H 3.1641 7.3766 -8.1714 0.0181 0.0368 0.1108 0.1121
H 2.3207 5.8880 -8.4711 -0.0362 -0.0564 0.0901 0.1084
H 5.3131 6.2219 -7.9769 0.0147 -0.0408 0.0613 0.0553
H 4.4862 5.5775 -9.3806 -0.0219 0.0033 0.0001 0.0703
H 4.5301 4.6375 -7.8955 -0.0133 0.0005 0.0227 0.0638
H 2.9049 7.2073 -4.6542 -0.0386 -0.0768 -0.0213 0.0992
H 3.6011 8.0655 -5.9815 -0.0123 -0.0502 -0.1426 0.1151
H 4.8865 5.4905 -4.9044 -0.0290 -0.0072 -0.0113 0.0652
H 5.2120 7.0840 -4.2357 -0.0165 0.0036 0.0017 0.0712
H 5.6424 6.7411 -5.8989 0.0040 -0.0947 -0.0299 0.0546
```
Forces are in eV/Å.

Summary:
* charge: +1
* E_tot: -103766.86708 eV

***

Record 3
Molecular formula: C2H3Cl3
Method: DFT, wB97M-V/def2-TZVPD

XYZ file:
```
8
Properties=species:S:1:pos:R:3:forces:R:3:lowdin_charge:R:1
C -0.4674 -1.6573 -0.5125 1.1810 -0.0193 4.0279 -0.6141
C 0.7171 1.9448 0.5666 -2.4129 0.4767 0.5980 -1.0733
Cl -1.9522 -1.1262 -1.0067 -0.5853 0.1124 -0.2751 0.5668
Cl 0.4020 1.6182 -1.0813 0.2846 0.1959 -0.1798 0.5325
Cl 1.4347 0.6771 1.4444 0.2544 0.0907 0.2252 0.5461
H 0.2304 -2.1786 -1.0760 0.5855 -0.6686 -1.7849 -0.0271
H -0.1517 -1.7021 0.6046 -1.2625 0.4770 -1.9802 0.0263
H -0.2130 2.4241 1.0609 1.9552 -0.6648 -0.6311 0.0429
```
Forces are in eV/Å.

Summary:
* ΔE to the lowest compared entry with this formula, charge and spin: 405.5 kJ/mol

***

| no. | F_max (eV/Å) |
| --- | --- |
| 1 | 1.184 |
| 2 | 1.489 |
| 3 | 4.197 |